[1]
ORCA calculation (ωB97M-V/def2-TZVPD) on a gas-phase ion, C5H6N (charge +1) in a non-equilibrium geometry.

Computed properties:
HOMO energy (alpha / beta): -0.4989 / -0.6360 Ha
charge: +1
2S+1: 3
ΔE to the lowest compared entry with this formula, charge and spin: 3.812 eV

Cartesian coordinates (Å):
C 0.6547 -1.9079 -0.9230
C 1.5316 0.0297 -0.1501
C 1.0826 -1.3379 0.2496
C -0.0217 -0.3658 -0.6765
C -1.3828 0.1405 -0.2357
N 0.2305 -1.1901 -1.8655
H 1.3955 0.7865 0.5939
H 2.3770 0.1079 -0.7914
H 0.7048 -1.6086 1.2293
H -1.3909 1.2136 -0.1633
H -1.4579 -0.2224 0.8949
H -2.2210 -0.0839 -0.8667

---

[2]
ORCA calculation (ωB97M-V/def2-TZVPD) on C20H23ClN2O3 in the gas phase in a non-equilibrium geometry.

Computed properties:
SMILES string: Cc1cc(Cl)ccc1C(=O)[C@H]1CCCN(C(=O)c2cc(C(C)C)no2)C1
HOMO energy: -0.3300 Ha
2S+1: 1
ΔE to the lowest compared entry with this formula, charge and spin: 1.750 eV

Cartesian coordinates (Å):
C -2.0186 -2.1309 -2.0117
C -1.3306 -1.8266 -0.7179
C 0.0140 -2.1500 -0.5798
C 0.6813 -1.8917 0.6027
C 0.0219 -1.3337 1.6848
C -1.3133 -1.0034 1.5497
C -1.9876 -1.2119 0.3502
C -3.4333 -0.8358 0.2446
O -4.3198 -1.6259 0.4530
C -3.7563 0.6190 -0.0985
H -4.7561 0.6046 -0.5440
C -3.7945 1.4482 1.2096
C -2.8415 2.6384 1.1417
H -2.7750 3.1100 2.1228
H -3.2205 3.3852 0.4429
C -1.4466 2.1900 0.7232
N -1.4942 1.5036 -0.5538
C -0.4141 1.0948 -1.2529
O -0.5064 0.6196 -2.3771
C 0.9234 1.2040 -0.6401
C 2.1219 0.9325 -1.2473
C 3.0838 1.1159 -0.2219
N 2.4842 1.4620 0.8882
O 1.1546 1.5243 0.6484
C 4.5679 0.9803 -0.3235
C 4.9435 -0.2962 -1.0782
H 4.5608 -1.1686 -0.5548
H 6.0256 -0.3811 -1.1438
H 4.5378 -0.2911 -2.0864
C 5.2087 1.0058 1.0613
H 4.9304 1.9127 1.5896
H 4.8661 0.1551 1.6439
H 6.2916 0.9603 0.9752
H 4.9314 1.8420 -0.8997
H 2.2694 0.6482 -2.2666
C -2.8029 1.2504 -1.1152
H -3.2413 2.1873 -1.4780
H -2.6613 0.5959 -1.9765
H -0.7834 3.0583 0.6488
H -1.0368 1.5208 1.4870
H -3.5189 0.8178 2.0562
H -4.8092 1.8015 1.3934
H -1.8397 -0.5989 2.4011
H 0.5431 -1.1584 2.6123
Cl 2.3535 -2.2927 0.7445
H 0.5372 -2.6048 -1.4064
H -1.7737 -3.1402 -2.3360
H -1.6643 -1.4400 -2.7769
H -3.0980 -2.0450 -1.9209

---

[3]
ORCA calculation (ωB97M-V/def2-TZVPD) on a molecular structure, C25H48AsN2ORuS2SbSi3 in a non-equilibrium geometry.

Computed properties:
HOMO energy (alpha / beta): -0.6283 / -0.6198 Ha
charge: +4
2S+1: 5
ΔE to the lowest compared entry with this formula, charge and spin: 0.817 eV

Cartesian coordinates (Å):
Ru 0.5237 -0.4870 -1.0440
O 0.0800 0.3314 1.0850
C -0.4993 -0.7964 1.7875
C -1.2836 -1.6751 0.8474
C -2.0200 -2.7232 1.3706
C -2.7149 -3.5633 0.5131
C -2.7063 -3.2793 -0.8500
C -1.9740 -2.2075 -1.3024
N -1.2436 -1.4205 -0.4800
H 0.8779 0.5925 1.5698
H -1.1658 -0.4329 2.5723
H 0.2882 -1.3888 2.2618
H -2.0273 -2.8896 2.4401
H -3.2538 -4.4179 0.9008
H -3.2449 -3.8943 -1.5570
H -1.9551 -1.9521 -2.3522
C -4.5995 6.2210 0.0205
Si -4.5775 5.0165 1.4381
C -3.6953 5.4756 3.0113
C -5.7937 3.6083 1.4647
Sb -2.2214 3.2665 0.4607
Si 0.1648 4.8814 0.3997
C 1.1882 3.6370 -0.5968
C -0.4443 6.3968 -0.5101
C 0.6245 5.0605 2.2034
Si -3.0407 2.0108 -1.7999
C -3.8109 3.3725 -2.8347
C -4.1895 0.6078 -1.3042
C -1.4137 1.3972 -2.6266
H -5.3843 6.9635 0.2057
H -4.8341 5.7489 -0.9331
H -3.6654 6.7730 -0.0806
H -4.3727 6.0414 3.6602
H -2.8300 6.1132 2.8302
H -3.3787 4.5996 3.5758
H -6.7039 3.9268 1.9844
H -5.4142 2.7399 2.0007
H -6.0953 3.3021 0.4630
H 1.1681 3.8941 -1.6576
H 0.8401 2.6097 -0.4874
H 2.2385 3.6693 -0.2887
H -1.0674 6.1582 -1.3708
H 0.4146 6.9701 -0.8734
H -0.9996 7.0580 0.1561
H 0.7394 4.1085 2.7219
H -0.1092 5.6556 2.7475
H 1.5775 5.5935 2.2803
H -4.7831 3.6774 -2.4464
H -3.9814 3.0141 -3.8540
H -3.1738 4.2539 -2.9012
H -5.1239 0.9933 -0.8958
H -3.7560 -0.0666 -0.5655
H -4.4548 0.0144 -2.1842
H -0.9479 2.2137 -3.1799
H -1.6436 0.6022 -3.3446
H -0.6425 0.9655 -1.9368
S 4.7061 -1.1284 0.3244
C 3.0230 -0.9722 0.2265
N 2.5637 -0.2141 -0.7568
C 3.5997 0.2821 -1.5340
C 3.4766 1.0584 -2.6875
C 4.6287 1.4593 -3.3295
C 5.8922 1.1071 -2.8353
C 6.0281 0.3112 -1.7154
C 4.8659 -0.1051 -1.0734
H 2.3887 -1.4979 0.9301
H 2.4857 1.3159 -3.0442
H 4.5700 2.0536 -4.2316
H 6.7809 1.4588 -3.3413
H 6.9991 0.0079 -1.3474
C 1.1199 0.5004 -5.5180
As 0.7143 -1.3337 -5.0445
C -1.0747 -1.7263 -5.6700
C 1.9293 -2.5099 -5.9578
S 1.0059 -1.8102 -2.9267
H 0.7218 0.6858 -6.5159
H 2.2025 0.6171 -5.5347
H 0.6730 1.1964 -4.8114
H -1.0556 -1.5948 -6.7535
H -1.8142 -1.0528 -5.2417
H -1.3257 -2.7612 -5.4420
H 1.8624 -2.3143 -7.0291
H 1.6533 -3.5451 -5.7585
H 2.9490 -2.3370 -5.6170

---

[4]
ORCA calculation (ωB97M-V/def2-TZVPD) on 2 unconnected molecules or ions with the total composition C6H8N2O2 in a non-equilibrium geometry.

Computed properties:
SMILES string: O=c1cc[nH]c(=O)[nH]1.C=C
HOMO energy: -0.3534 Ha
2S+1: 1
ΔE to the lowest compared entry with this formula, charge and spin: 1.810 eV

Cartesian coordinates (Å):
C 4.7212 -0.8415 -2.6224
C 5.6523 -0.3676 -3.4757
C -0.3460 0.7855 1.0938
C -0.4583 -0.2865 2.1305
C -1.6402 -0.9878 1.9962
C -2.3818 0.0758 0.0468
H 4.1973 -0.2408 -1.8857
H 4.4763 -1.8467 -2.6862
H 5.8953 0.6968 -3.6066
H 6.1302 -1.0368 -4.2117
H -1.0546 1.6699 -0.5235
H 0.0058 -0.0994 3.1408
H -1.9009 -1.6598 2.8475
H -3.1068 -1.4799 0.7477
N -1.2872 0.8695 0.1486
N -2.3888 -0.9359 0.8731
O 0.6139 1.5901 1.1938
O -3.3880 0.1841 -0.6925

---

[5]
ORCA calculation (ωB97M-V/def2-TZVPD) on a gas-phase ion, CH5NOP (charge -1) in a non-equilibrium geometry.

Computed properties:
SMILES string: C[PH2]=N[O-]
HOMO energy: -0.0475 Ha
charge: -1
2S+1: 1
ΔE to the lowest compared entry with this formula, charge and spin: 4.683 eV

Cartesian coordinates (Å):
C 1.0756 -0.5859 -0.0426
N -1.7416 -0.3471 -0.1275
O -3.0149 0.0147 -0.0509
P -0.4433 0.5591 -0.1026
H 1.6996 -0.1355 0.6265
H 0.8177 -1.5808 0.2411
H 1.4937 -0.5528 -1.1742
H -0.3922 1.0456 1.2332
H 0.5053 1.5827 -0.6030

---

[6]
ORCA calculation (ωB97M-V/def2-TZVPD) on C4H7NO in the gas phase.

Computed properties:
SMILES string: CCC=C=NO
HOMO energy: -0.3403 Ha
2S+1: 1
ΔE to the lowest compared entry with this formula, charge and spin: 3.562 eV

Cartesian coordinates (Å):
O 2.7385 0.3688 -0.4290
N 1.9579 0.1319 0.7089
C 0.8561 0.6992 0.7054
C -0.7407 -0.9782 -0.6676
C -1.4400 0.1562 0.0736
C -0.4080 1.0422 0.7456
H 3.5262 -0.1578 -0.2342
H -1.4089 -1.5384 -1.3232
H -0.2778 -1.6703 0.0430
H -2.0371 0.7512 -0.6298
H -2.1452 -0.2289 0.8238
H 0.0634 -0.5553 -1.2756
H -0.7043 1.9583 1.2478

---

[7]
ORCA calculation (ωB97M-V/def2-TZVPD) on a molecular structure, C3H4N2O in a non-equilibrium geometry.

Computed properties:
HOMO energy: -0.3310 Ha
2S+1: 1
ΔE to the lowest compared entry with this formula, charge and spin: 3.812 eV

Cartesian coordinates (Å):
O -1.8635 1.2152 0.6287
C -0.6414 0.7908 0.2846
N 0.1882 1.3334 -0.5726
N 1.0687 0.3186 -0.8054
C 0.7896 -0.8209 -0.1657
C -0.3383 -0.5853 0.5893
H -1.9262 0.0121 0.1765
H 1.8408 0.4872 -1.4222
H 1.4590 -1.6658 -0.2360
H -0.5767 -1.0854 1.5226

---

[8]
ORCA calculation (ωB97M-V/def2-TZVPD) on a molecular structure, C15H20IInN5OS.

Computed properties:
HOMO energy: -0.6269 Ha
charge: +3
2S+1: 1
ΔE to the lowest compared entry with this formula, charge and spin: 0.297 eV

Cartesian coordinates (Å):
In -0.4627 -0.1526 -0.3466
C -1.2589 -0.6554 3.9987
C -1.5911 0.6368 4.3762
C -1.6390 1.6401 3.4197
C -1.3463 1.3378 2.1023
N -1.0128 0.0803 1.7467
C -0.9757 -0.8952 2.6723
C -1.3899 2.3480 1.0077
C -1.6997 3.6774 1.2233
C -1.7285 4.5571 0.1500
C -1.4496 4.0913 -1.1251
C -1.1408 2.7583 -1.2804
N -1.1118 1.9055 -0.2386
H -1.2183 -1.4618 4.7170
H -1.8168 0.8659 5.4095
H -1.9101 2.6428 3.7133
H -0.7107 -1.8873 2.3298
H -1.9201 4.0412 2.2155
H -1.9664 5.6000 0.3140
H -1.4680 4.7463 -1.9847
H -0.9106 2.3500 -2.2558
C 4.0222 -2.1512 -2.5930
N 3.1168 -1.1097 -2.0666
C 3.1290 -0.5593 -0.8725
S 1.8125 0.5282 -0.3624
N 4.1102 -0.6449 -0.0014
C 5.5337 -0.9595 -0.2627
H 3.5165 -2.6225 -3.4302
H 4.2040 -2.9033 -1.8310
H 4.9587 -1.7264 -2.9428
H 2.3820 -0.8046 -2.6835
H 3.9015 -0.2851 0.9181
H 5.6999 -2.0295 -0.3405
H 6.1008 -0.5797 0.5810
H 5.8648 -0.4568 -1.1672
N -2.2282 -3.2822 -1.6786
C -2.7662 -2.1245 -1.4455
O -2.1058 -1.1353 -0.9404
C -4.2045 -1.8537 -1.7387
I -5.3636 -3.4976 -2.3782
H -1.2530 -3.4729 -1.5024
H -2.8037 -4.0265 -2.0697
H -4.2414 -1.0905 -2.5162
H -4.6582 -1.4392 -0.8405